[1]
Below is a 2-piece molecular cluster, C3H13N3 overall at a distorted geometry, with properties calculated with wB97M-V/def2-TZVPD.

Element x y z (Å)
C: -1.3743 -1.2429 2.7033
C: -2.3139 -0.6959 1.6378
N: -1.6682 -0.6658 0.2474
H: -0.7468 -0.3368 3.0516
H: -2.0900 -1.6105 3.5216
H: -0.8873 -2.1372 2.5063
H: -3.2558 -1.3453 1.6176
H: -2.4659 0.3605 1.9353
H: -1.7440 -1.7475 0.0646
H: -2.4038 -0.2388 -0.3938
N: 2.6007 -0.2126 -2.1417
C: 2.5147 1.2722 -2.0880
N: 1.3330 2.0286 -1.7380
H: 2.4400 -0.5839 -1.2168
H: 1.9208 -0.6593 -2.8106
H: 3.1547 1.4715 -1.2110
H: 2.9512 1.6126 -2.9687
H: 0.4785 1.7681 -1.3084
H: 1.5563 2.9632 -1.4085

Values from the calculation:
Frontier orbital gap   9.35 eV
Total charge   0
SMILES string   CCN.NCN
Strongest force on any atom   3.826 eV Å⁻¹
ΔE to the lowest compared entry with this formula, charge and spin   39.5 kcal per mole
Total energy   -7790.31080 eV
Multiplicity   1

[2]
Below is a 2-piece molecular cluster, C2Cl2O3S overall at a distorted geometry, with properties calculated with wB97M-V/def2-TZVPD.

Element x y z (Å)
C: 1.4144 -1.9730 0.2962
C: -1.5364 0.3532 -0.4703
O: 2.4061 -2.5799 0.2746
O: -2.6950 0.3869 -0.6802
O: -0.8842 0.3592 0.6838
S: 0.7663 0.5060 0.9983
Cl: -0.3964 0.4539 -1.8034
Cl: 0.9252 2.4937 0.7009

Values from the calculation:
Frontier orbital gap   9.30 eV
Total charge   0
Strongest force on any atom   4.671 eV Å⁻¹
ΔE to the lowest compared entry with this formula, charge and spin   0.0 kcal per mole
Total energy   -44095.06412 eV
Multiplicity   1

[3]
Below is C20H28MnNO2S as an isolated structure at a distorted geometry, with properties calculated with wB97M-V/def2-TZVPD.

Element x y z (Å)
O: -1.0699 0.0775 -1.6487
C: 0.3194 0.5257 -1.4129
C: 0.0492 1.9508 -1.8638
H: 0.9393 -0.0153 -2.1153
H: 0.6327 0.4007 -0.3737
C: -1.4398 1.4684 -1.7726
H: 0.3785 2.1329 -2.8952
H: 0.3361 2.7388 -1.1615
C: -2.3135 1.7005 -2.9656
H: -1.8722 1.2500 -3.8574
H: -2.4494 2.7808 -3.1007
H: -3.2824 1.2290 -2.7515
C: -2.0906 2.0044 -0.5165
H: -1.3388 1.9645 0.2840
H: -2.9507 1.3831 -0.2500
H: -2.4304 3.0482 -0.6316
Mn: 0.5199 -0.0165 3.0911
C: 1.0572 1.8058 4.0243
C: 2.1563 0.8893 4.1678
C: 2.6073 0.5189 2.8551
H: 2.6404 0.6521 5.1021
C: 1.8021 1.2261 1.8846
C: 0.8391 2.0243 2.6088
H: 0.1457 2.7437 2.1971
H: 0.5910 2.3229 4.8433
H: 3.4676 -0.1085 2.6677
H: 1.9847 1.2439 0.8187
C: -1.1098 -1.0513 4.6748
C: -1.2636 0.3207 4.0630
C: -1.5564 0.1712 2.6738
H: -1.3879 1.2198 4.6619
C: -1.5677 -1.2534 2.3786
C: -1.4134 -1.9766 3.5460
H: -1.4856 -3.0503 3.6910
H: -1.5778 -1.2238 5.6605
H: -1.9462 0.9582 2.0241
H: -1.7441 -1.6571 1.3804
O: 0.6391 -1.4112 -3.2181
C: 0.1421 -0.8926 -4.5016
C: 0.6837 -1.7500 -5.6658
H: 0.4870 0.1568 -4.5993
H: -0.9645 -0.9044 -4.4382
C: 1.6249 -2.7822 -4.9880
H: 1.2123 -1.1229 -6.3921
H: -0.1135 -2.2655 -6.2112
C: 1.4386 -2.5797 -3.4722
H: 2.6674 -2.6031 -5.2815
H: 1.3590 -3.8149 -5.2359
H: 2.4000 -2.4337 -2.9605
H: 0.8886 -3.4256 -3.0270
S: 1.8066 -1.9169 7.2199
C: 1.0520 -1.4774 5.9304
N: 0.5004 -1.1762 4.8593

Values from the calculation:
Frontier orbital gap (alpha / beta)   6.17 / 6.65 eV
Expectation value of S²   6.3206
Total charge   0
Strongest force on any atom   4.305 eV Å⁻¹
ΔE to the lowest compared entry with this formula, charge and spin   23.1 kcal per mole
Total energy   -68928.67222 eV
Multiplicity   5

[4]
Below is C29H82Li2N10O16 as an isolated structure at a distorted geometry, with properties calculated with wB97M-V/def2-TZVPD.

Element x y z (Å)
Li: -6.7983 1.2970 29.8371
Li: -8.8637 -1.7639 30.7036
O: -9.9688 -1.0943 32.3963
C: -9.8917 0.2948 32.2412
C: -9.5276 0.9045 30.8757
O: -8.5370 0.3017 30.0575
H: -9.2567 0.7704 33.0072
H: -10.8879 0.6652 32.5207
H: -9.1868 1.9256 31.1048
H: -10.4102 1.0016 30.2433
C: -13.4615 2.2371 28.8504
O: -13.6888 2.7457 29.9434
N: -12.3238 1.5536 28.5250
N: -14.3768 2.2732 27.8303
H: -11.6848 1.5315 29.3024
H: -12.2768 0.8820 27.7867
H: -14.3624 1.5850 27.1053
H: -15.1816 2.8530 27.9870
C: -8.5238 -2.3780 35.4335
O: -7.9009 -2.7103 36.4483
N: -7.9443 -1.7655 34.3552
N: -9.8810 -2.2760 35.4182
H: -8.5771 -1.3886 33.6513
H: -6.9768 -1.5230 34.2803
H: -10.4046 -2.7264 36.1473
H: -10.3806 -2.0592 34.5668
C: -14.4126 -0.0572 33.1480
O: -14.1031 -1.0492 33.8182
N: -13.5437 0.5361 32.2908
N: -15.5974 0.5856 33.2827
H: -13.7055 1.4202 31.8381
H: -12.6320 0.1156 32.2500
H: -16.3252 0.2127 33.8618
H: -15.7343 1.5084 32.9160
C: -10.2135 2.8035 25.3924
O: -9.0445 2.5876 26.1643
C: -9.0198 3.2498 27.3982
C: -7.5643 3.5053 27.8042
N: -6.7407 2.2722 27.9702
C: -5.3098 2.5761 27.7282
C: -4.9139 2.8777 26.2945
O: -4.8822 1.7051 25.4624
C: -6.0552 1.5132 24.6821
H: -10.0485 2.2629 24.4570
H: -10.4452 3.8505 25.2092
H: -11.0105 2.1934 25.8375
H: -9.5050 2.7233 28.2297
H: -9.5040 4.2302 27.3514
H: -7.4116 4.0344 28.7481
H: -7.1735 4.1781 27.0317
H: -7.0649 1.6516 27.2318
H: -4.7355 1.6867 28.0087
H: -4.9239 3.3096 28.4407
H: -3.8533 3.1500 26.3331
H: -5.4474 3.6659 25.7619
H: -6.4988 2.4167 24.2618
H: -6.8062 1.0267 25.3141
H: -5.8362 0.7645 23.9201
C: -5.1644 -1.2721 26.9984
O: -4.6916 -1.1522 28.3589
C: -5.6852 -1.6318 29.2593
C: -5.4180 -1.0536 30.6491
N: -5.1724 0.3840 30.5540
C: -4.7817 0.9994 31.8332
C: -4.8090 2.5138 31.7326
O: -5.9589 3.0101 31.0694
C: -6.3723 4.2998 31.4624
H: -6.1750 -0.8778 26.8753
H: -5.1890 -2.3537 26.8306
H: -4.4461 -0.7805 26.3517
H: -5.6089 -2.7251 29.2987
H: -6.6690 -1.3779 28.8526
H: -4.5560 -1.5360 31.1209
H: -6.2800 -1.3047 31.2703
H: -4.3212 0.5179 30.0123
H: -3.7445 0.8015 32.1257
H: -5.4636 0.6570 32.6144
H: -3.9107 2.8512 31.1957
H: -4.7505 2.9847 32.7194
H: -6.2881 4.3910 32.5523
H: -7.3966 4.5125 31.1720
H: -5.6961 5.0916 31.1206
C: -11.6311 3.6040 32.8712
O: -11.5075 4.9060 33.3993
C: -10.4329 5.5982 32.8162
C: -10.5814 7.1165 33.0017
N: -10.9304 7.4249 34.4140
C: -11.9518 8.4734 34.5183
C: -11.5786 9.7690 33.8165
O: -12.2038 10.8589 34.4587
C: -11.8169 12.1159 33.9329
H: -12.3224 3.0639 33.5219
H: -10.6711 3.0822 32.8565
H: -12.1303 3.5691 31.8955
H: -10.5145 5.5102 31.7258
H: -9.4653 5.2938 33.2243
H: -11.3716 7.4848 32.3351
H: -9.6633 7.6372 32.7204
H: -11.3912 6.5600 34.6832
H: -12.1446 8.6108 35.5848
H: -12.9445 8.1363 34.1845
H: -11.7401 9.6913 32.7356
H: -10.4891 9.8957 33.8841
H: -12.3870 12.8248 34.5271
H: -12.0057 12.1117 32.8551
H: -10.7566 12.3795 34.0326
C: -2.2322 5.2897 38.7624
O: -3.0117 4.1382 38.5830
C: -2.2950 2.9197 38.6018
C: -3.2259 1.7455 38.5356
N: -4.1218 1.8718 37.3979
C: -5.2093 0.9020 37.4119
C: -6.1197 0.9607 36.2116
O: -6.8483 2.1581 36.2462
C: -7.7010 2.3596 35.1600
H: -1.3764 5.3517 38.0844
H: -1.8570 5.3429 39.7902
H: -2.8464 6.1756 38.6171
H: -1.6481 2.8942 39.4875
H: -1.5887 2.9042 37.7599
H: -3.7921 1.7395 39.4824
H: -2.6502 0.8190 38.5778
H: -4.5161 2.8042 37.4716
H: -5.7412 0.8759 38.3714
H: -4.7676 -0.1018 37.3866
H: -6.7281 0.0615 36.0509
H: -5.5092 0.9580 35.2884
H: -7.1883 2.5520 34.2035
H: -8.4127 3.1566 35.3574
H: -8.2552 1.4327 34.9531
O: -8.6414 -0.1037 27.2248
H: -9.2445 0.5864 26.9336
H: -8.5785 0.0064 28.1976
O: -12.0788 -2.8876 32.5852
H: -11.2944 -2.3003 32.4953
H: -12.7180 -2.3674 33.0994
O: -12.1167 0.2562 35.4761
H: -12.9218 -0.2638 35.3203
H: -11.4975 -0.0511 34.8045

Values from the calculation:
Frontier orbital gap   8.05 eV
Total charge   0
Strongest force on any atom   2.600 eV Å⁻¹
Total energy   -79474.12048 eV
Multiplicity   1

[5]
Below is a 5-piece molecular cluster, C32H37F7O18P2Si overall at a distorted geometry, with properties calculated with wB97M-V/def2-TZVPD.

Element x y z (Å)
C: -0.8642 6.6112 2.0305
C: 0.5402 7.0991 1.4336
C: 1.6987 6.4865 2.3547
F: 3.0121 7.0614 2.0829
C: 1.7178 4.8954 2.4618
C: 1.8844 4.0703 1.3220
C: 2.0243 4.5255 -0.1904
F: 2.8430 3.5008 -0.8277
F: 2.7378 5.7375 -0.4095
C: 0.6808 4.5892 -1.0495
C: -0.6378 3.9898 -0.3732
Si: -1.6643 3.1806 -1.8223
C: -0.7908 1.4667 -2.1172
C: -1.6227 4.2004 -3.4403
C: -3.4133 2.8777 -1.1048
C: -4.3968 4.0725 -1.0044
C: -5.8411 3.9028 -0.4691
C: -6.2997 2.4904 -0.0228
C: -5.3436 1.2417 -0.0508
C: -3.8921 1.4693 -0.6034
C: 1.9127 2.4814 1.6181
O: 1.4705 1.6132 0.8374
C: 2.4908 1.9268 3.0293
P: 3.2677 0.2030 3.0357
O: 2.4459 -0.8500 2.2250
C: 2.3246 2.7835 4.1492
P: 2.9096 2.2572 5.8583
O: 3.1437 3.5650 6.6578
O: 4.4013 1.4375 5.8359
O: 1.6876 1.4072 6.7273
C: 1.5827 4.2046 3.9174
O: 0.8924 4.7516 4.8004
H: -0.9394 5.4700 2.0241
H: -1.0459 6.9849 3.1098
H: -1.7372 7.0142 1.4018
H: 0.6788 6.9439 0.3162
H: 0.5810 8.2440 1.6006
H: 1.4577 6.8621 3.4233
H: 0.5028 5.6776 -1.3973
H: 0.8555 4.0011 -2.0317
H: -0.4861 3.1424 0.3715
H: -1.2976 4.8450 0.0039
H: -1.1134 0.7215 -1.2931
H: -0.9694 1.0660 -3.1729
H: 0.3382 1.6392 -1.9199
H: -0.8634 3.6780 -4.1399
H: -1.3648 5.3088 -3.3108
H: -2.6473 4.0420 -3.9559
H: -4.0064 5.0979 -1.3446
H: -6.5080 4.8301 -0.4550
H: -7.3706 2.3257 0.3469
H: -5.7267 0.2240 0.3044
H: -3.1728 0.5737 -0.6343
H: 4.5756 0.2009 2.4264
H: 3.2974 -0.3262 4.3879
H: 4.1970 0.5405 6.2130
H: 1.8119 1.7161 7.6589
O: 5.4212 -5.6157 1.3789
C: 4.3466 -5.1058 1.2460
O: 3.7159 -4.3874 2.2159
C: 2.5411 -3.8465 1.6229
C: 2.2965 -4.7830 0.4853
F: 1.7203 -4.1392 -0.5624
O: 3.5998 -5.1793 0.1070
H: 2.7397 -2.8237 1.2930
H: 1.7114 -3.8328 2.3330
H: 1.7053 -5.6653 0.7478
O: -1.8462 -8.4111 -2.6678
C: -1.2565 -7.4408 -3.0394
O: -0.3419 -6.7663 -2.2868
C: 0.2204 -5.7692 -3.1270
C: -0.8444 -5.5820 -4.1593
F: -0.3061 -5.2509 -5.3571
O: -1.4221 -6.8669 -4.2674
H: 1.1585 -6.1386 -3.5510
H: 0.4245 -4.8548 -2.5685
H: -1.6142 -4.8550 -3.8845
O: -2.4529 -9.3697 -10.3799
C: -2.1511 -8.4741 -9.6479
O: -1.4048 -8.6280 -8.5172
C: -1.1592 -7.3234 -8.0121
C: -2.2855 -6.5344 -8.5987
F: -1.9106 -5.2543 -8.8381
O: -2.5167 -7.1738 -9.8368
H: -0.1793 -6.9800 -8.3558
H: -1.1701 -7.3165 -6.9214
H: -3.2020 -6.5461 -8.0015
O: 0.6650 -4.2224 4.0851
C: 0.5367 -3.1952 4.6836
O: 0.2536 -2.0001 4.0950
C: 0.0543 -1.0701 5.1465
C: 0.8081 -1.6934 6.2766
F: 0.2324 -1.4015 7.4661
O: 0.6638 -3.0763 6.0350
H: -1.0157 -0.9791 5.3529
H: 0.4444 -0.0868 4.8785
H: 1.8708 -1.4341 6.3064

Values from the calculation:
Frontier orbital gap   6.34 eV
Total charge   0
SMILES string   CC[C@H](F)C1=C(C(F)(F)CC[Si](C)(C)c2ccccc2)C(=O)C([PH2]=O)=C(P(=O)(O)O)C1=O.O=C1OC[C@@H](F)O1.O=C1OC[C@@H](F)O1.O=C1OC[C@@H](F)O1.O=C1OC[C@@H](F)O1
Strongest force on any atom   6.772 eV Å⁻¹
Total energy   -116110.33319 eV
Multiplicity   1

[6]
Below is a 2-piece molecular cluster, C3H4F2N2 overall at a distorted geometry, with properties calculated with wB97M-V/def2-TZVPD.

Element x y z (Å)
C: 1.4436 -0.8471 -0.0117
C: 0.3308 1.2338 -0.5355
C: -1.2277 -0.9745 0.4538
N: 2.1290 -1.6208 0.5068
N: 0.5817 -0.1546 -0.6214
F: 0.3701 1.6545 0.7753
F: -2.2384 -0.1904 0.2216
H: 1.1874 1.9626 -1.0598
H: -0.6777 1.5818 -0.8867
H: -0.9532 -1.0114 1.4832
H: -0.9455 -1.6338 -0.3256

Values from the calculation:
Frontier orbital gap (alpha / beta)   8.12 / 8.13 eV
Total charge   0
Strongest force on any atom   5.424 eV Å⁻¹
ΔE to the lowest compared entry with this formula, charge and spin   78.0 kcal per mole
Total energy   -11586.72479 eV
Multiplicity   1